Record 1
Computed, not measured: a molecular structure, C19H39AlBeBrIKO11Si2 at a distorted geometry, with the ωB97M-V functional and the def2-TZVPD basis.

Structure (XYZ):
```
76
Properties=species:S:1:pos:R:3:forces:R:3:mulliken_charge:R:1
C -0.169 0.445 0.193 0.0418 0.1625 0.0632 -0.177
C 0.199 -0.276 1.243 0.7791 -0.7042 0.4018 -0.359
Si 0.425 -2.127 1.180 0.8602 1.0520 -0.6790 -0.062
I 0.610 -2.850 3.509 -0.1360 -0.0672 -0.4846 -0.042
C 1.947 -2.638 0.154 -0.3930 0.7524 -0.3120 -1.095
C 2.022 -1.681 -1.131 1.7209 -0.7641 0.5163 -1.615
C 3.248 -2.005 -2.089 -0.2350 0.9452 0.9533 0.153
C 3.049 -1.486 -3.503 0.2037 0.1147 0.0160 -0.972
C 2.646 -0.019 -3.586 -0.1261 0.1133 -0.6559 0.198
C 2.035 0.323 -4.959 -0.3000 -0.4298 1.1610 -0.973
C 0.572 -0.138 -5.025 0.3334 0.4290 -0.7040 -0.457
O -0.338 0.923 -4.816 -0.2847 -0.3934 0.1415 -0.481
C -0.673 1.124 -3.468 0.1505 0.2835 -0.0852 -0.799
O -0.893 -2.738 0.348 0.0683 -0.5031 0.9415 0.586
Si -1.794 -3.976 0.947 0.1721 -0.5954 -0.4740 -0.050
O -3.060 -3.295 1.791 -0.1608 0.1423 -0.9159 -0.431
H -0.590 1.425 0.350 0.3767 0.4603 -0.2761 0.365
H -0.030 0.081 -0.811 -0.7706 -0.1351 -0.2940 -0.286
H 0.385 0.226 2.182 -0.7491 0.0367 0.3986 0.471
H 1.753 -3.664 -0.146 0.2141 -0.1960 -0.2174 0.357
H 2.887 -2.661 0.760 -0.9407 -0.4071 -0.4558 0.714
H 2.178 -0.627 -0.775 -1.3761 -0.9426 -0.9849 0.463
H 1.122 -1.761 -1.725 -0.3590 0.1252 0.0996 0.594
H 4.143 -1.467 -1.694 -0.3076 -0.5136 -0.4272 0.128
H 3.506 -3.057 -2.076 -0.1202 -0.2822 0.0056 0.361
H 2.354 -2.117 -4.051 -0.2763 -0.0927 0.0510 0.418
H 4.000 -1.577 -4.022 0.1317 -0.1860 -0.1921 0.425
H 1.896 0.245 -2.847 -0.0249 0.0427 0.3007 -0.255
H 3.515 0.617 -3.434 0.1863 0.0551 0.2755 0.344
H 2.040 1.401 -5.061 0.0782 0.1678 -0.4378 0.448
H 2.619 -0.160 -5.735 0.1520 0.1564 -0.2811 0.422
H 0.374 -0.942 -4.311 -0.0419 -0.1864 0.0632 0.303
H 0.372 -0.505 -6.026 -0.1907 -0.1350 -0.1160 0.353
H 0.097 1.718 -2.969 0.0452 0.0823 0.2397 0.310
H -1.613 1.660 -3.432 -0.1107 0.2206 0.0014 0.510
H -0.815 0.182 -2.930 0.0222 -0.1919 -0.0110 0.181
H -2.425 -4.623 -0.240 -0.1825 0.2493 -0.2019 -0.034
H -1.051 -5.020 1.650 0.0661 0.1528 0.1889 -0.053
H -3.809 -3.908 1.816 -0.2193 0.0540 0.5138 0.355
O 0.110 -3.371 7.107 1.7598 1.6949 -0.8029 -0.590
H 0.389 -3.683 6.226 -0.7616 -0.9223 0.1614 0.215
K 3.872 -0.675 0.449 1.5387 1.6299 1.2508 1.025
Be -3.680 -2.598 -0.495 -0.1199 2.2180 -2.9751 0.645
C 3.930 6.170 0.177 -0.1211 0.1831 0.0568 -0.469
C 4.328 4.936 0.482 -0.0076 -0.1623 0.0260 -0.494
C 3.448 3.778 0.287 0.0651 0.1764 -0.0095 0.433
O 3.817 2.643 0.570 -0.1053 -0.6329 -0.0645 -0.528
C 2.093 4.016 -0.264 0.0059 -0.1032 0.0092 -0.106
C 1.681 5.241 -0.573 -0.0882 -0.0049 -0.0391 -0.394
C 2.573 6.421 -0.377 0.1760 -0.0966 0.0668 0.219
O 2.194 7.532 -0.662 -0.1276 0.0203 -0.0374 -0.508
H 4.585 7.027 0.320 0.1376 0.0750 -0.0921 0.668
H 5.313 4.736 0.884 0.0232 0.0618 -0.0176 0.447
H 1.465 3.142 -0.398 0.0191 -0.0125 0.0074 0.300
H 0.696 5.439 -0.977 0.0123 0.0428 -0.0066 0.445
O -2.706 -2.043 7.236 0.2026 0.0524 -0.1134 -0.635
H -1.815 -2.349 7.009 -0.1134 -0.1728 0.1659 0.327
H -2.768 -2.178 8.188 -0.1219 0.0069 0.0078 0.323
O -5.365 0.753 -4.602 -1.2589 -0.6833 -0.8773 -0.391
C -5.140 0.344 -3.293 0.8497 -0.9489 2.0251 -0.537
C -3.940 -0.602 -3.335 -0.8703 0.0408 -2.1908 -0.161
O -3.742 -1.179 -2.131 0.9676 -2.2833 4.0888 -0.482
H -5.968 -0.230 -2.867 -0.1841 0.0310 -0.1811 0.396
H -4.964 1.100 -2.519 0.0256 0.8448 -0.9377 0.352
H -3.050 -0.093 -3.753 0.0206 -0.0373 0.5701 0.267
H -4.279 -1.174 -4.265 1.0802 -0.6757 1.5716 0.155
O 6.396 7.665 0.314 0.0330 -0.1354 0.0307 -0.758
H 7.111 8.234 0.003 -0.0837 -0.0006 0.0163 0.228
C -5.883 -1.668 8.782 -0.0106 -0.2996 0.2395 -0.534
O -5.079 -1.982 9.919 0.1056 0.1483 -0.1689 -0.518
H -5.474 -0.779 8.313 0.0719 0.0045 0.0341 0.211
H -5.858 -2.495 8.068 -0.0766 0.1092 -0.1308 0.246
H -6.916 -1.473 9.083 -0.0164 0.0406 -0.0948 0.304
H -5.445 -2.770 10.327 0.0163 -0.0128 0.0650 0.298
Al 1.434 -2.074 6.893 -0.9995 -0.6701 0.9027 0.257
Br -6.097 -0.815 -5.388 -0.3413 1.4013 -0.6831 0.023
```
Positions in Å, forces in eV/Å.

HOMO level = -8.04 eV
net charge = +1
E_LUMO = -0.25901 Ha
orbital gap = 1.0 eV

---

Record 2
Computed, not measured: 2 unconnected molecules or ions with the total composition C19H39BF5N3O8P at a distorted geometry, with the ωB97M-V functional and the def2-TZVPD basis.

Structure (XYZ):
```
76
Properties=species:S:1:pos:R:3:forces:R:3:mulliken_charge:R:1
C -4.451 -3.658 -0.287 -0.5789 0.4389 -0.2991 -1.081
C -5.010 -2.288 0.166 0.8020 0.1447 -0.3956 -0.422
C -4.685 -1.191 -0.842 0.2789 -0.7240 0.6892 -0.598
O -3.243 -1.104 -0.897 -0.0347 0.2881 -0.0666 -0.088
C -2.763 -0.390 -1.969 -0.1186 -0.7807 -0.3230 -1.008
N -2.082 0.860 -1.538 -0.9973 0.5342 -0.6169 0.594
C -2.832 2.108 -1.603 -0.7978 -0.5168 -0.0186 -0.640
O -3.043 2.376 -2.982 0.6850 0.1036 0.7929 -0.384
C -3.959 3.374 -3.237 0.5724 -1.2929 -1.2932 0.823
F -5.062 2.820 -3.676 -1.4058 -0.6126 0.0550 -0.263
F -4.211 4.116 -2.210 -0.3404 0.9106 1.6800 -0.238
F -3.497 4.099 -4.203 0.8564 1.1324 -1.0935 -0.247
C -0.875 0.854 -1.120 2.8601 -0.0630 0.1686 -0.561
N -0.103 -0.333 -0.975 -3.0982 -1.7906 1.7841 0.301
F 0.698 -0.439 -2.105 0.4570 0.6771 -0.1193 -0.264
C 0.639 -0.087 0.243 2.0795 -0.1529 0.3921 -0.161
C 0.099 -0.714 1.534 -1.4343 -0.3012 -0.7332 -1.508
C -1.401 -0.521 1.833 0.8927 0.0526 1.0821 -0.175
F -2.059 -1.707 1.615 -0.3923 0.0334 -0.3875 -0.343
C 0.982 1.475 0.225 -0.6459 -0.8264 0.1045 -0.060
C 2.435 1.597 -0.276 0.3924 0.6206 -0.1159 -0.874
C 3.509 1.525 0.823 0.0902 -0.1277 -0.6024 -1.262
C 3.670 0.166 1.478 1.1631 0.3444 0.5601 -0.403
O 4.003 -0.804 0.508 -1.3665 0.0039 -0.0691 -0.418
C 3.624 -2.132 0.899 0.9207 0.3740 -0.2559 -0.792
B 0.595 2.244 1.601 0.1080 0.3165 0.0069 0.609
C -0.515 3.372 1.732 -0.0717 -0.7317 0.5644 -0.691
O 1.236 1.891 2.747 -0.2801 -0.6474 0.0272 -0.795
N -0.110 1.901 -0.734 0.5048 0.7245 -1.4905 1.151
C 0.247 2.781 -1.880 -0.7781 0.6592 1.1228 -0.794
P 0.504 4.553 -1.538 0.1928 1.3284 -0.8861 0.759
O 0.920 5.168 -2.773 0.5004 0.2500 -1.7273 -0.754
O -0.872 5.251 -1.069 0.4035 -0.9154 0.9916 -0.522
O 1.616 4.801 -0.415 -0.7069 -0.6107 0.8950 -0.494
H -5.301 -4.296 -0.520 0.1879 -0.3965 0.1041 0.338
H -3.861 -3.568 -1.199 0.0519 0.0518 0.0056 0.277
H -3.808 -4.102 0.465 -0.1269 -0.1455 0.0787 0.272
H -6.095 -2.302 0.258 0.0051 -0.0865 0.3258 0.498
H -4.519 -2.034 1.103 -0.3941 0.2136 0.2079 0.180
H -5.073 -0.221 -0.520 -0.2436 -0.0274 -0.2270 0.220
H -5.076 -1.526 -1.808 0.0286 0.4393 -0.1447 0.454
H -3.582 -0.137 -2.643 0.2275 0.4449 -0.1518 0.579
H -2.026 -0.978 -2.513 0.1040 0.0256 0.0229 0.428
H -2.311 2.910 -1.087 0.0903 0.0054 -0.0287 0.141
H -3.799 1.915 -1.132 0.0491 0.0596 0.1716 0.699
H 1.539 -0.682 0.057 0.3722 0.5535 0.0843 0.901
H 0.657 -0.412 2.413 0.3716 0.2819 -0.3081 0.371
H 0.241 -1.790 1.437 -0.0784 -0.0728 0.0647 0.512
H -1.869 0.327 1.323 -0.1693 -0.3004 -0.3553 0.052
H -1.503 -0.320 2.902 -0.1190 0.0834 0.0036 0.353
H 2.690 0.816 -0.992 -0.3209 -0.1251 -0.0490 0.448
H 2.624 2.533 -0.805 -0.2650 0.1305 0.1499 0.386
H 3.415 2.324 1.555 -0.2054 -0.1073 0.1937 0.373
H 4.452 1.728 0.310 0.0302 -0.0239 -0.0302 0.616
H 2.824 -0.113 2.111 -0.1973 -0.1200 -0.2445 0.158
H 4.533 0.249 2.155 -0.1966 0.0387 0.2092 0.501
H 3.451 -2.684 -0.026 0.1146 -0.1233 0.0640 0.171
H 4.453 -2.597 1.447 -0.6487 0.2826 -0.2114 0.460
H 2.703 -2.160 1.490 0.0455 0.1379 0.0936 0.308
H -1.432 3.185 1.177 0.0746 0.2978 -0.2533 0.030
H -0.081 4.348 1.515 -0.0793 0.0014 -0.2629 0.205
H -0.809 3.427 2.787 -0.0439 0.0863 -0.0228 0.399
H 0.678 2.073 3.516 0.4943 0.3631 0.0279 0.308
H -0.581 2.767 -2.591 0.0217 0.2577 -0.0505 0.768
H 1.107 2.416 -2.440 0.1894 -0.0037 0.2390 0.483
H -0.725 5.793 -0.278 -0.3686 -0.0945 -0.1194 0.348
H 1.973 5.702 -0.476 0.0846 -0.2065 -0.2100 0.378
C 4.275 -6.906 1.506 -0.0819 0.0237 0.0126 -1.102
C 4.680 -5.620 0.812 0.2034 -0.1827 0.3257 -0.195
O 4.676 -4.519 1.726 0.1443 -0.6152 0.1011 -0.480
H 3.282 -6.807 1.945 -0.0181 -0.0002 -0.0669 0.298
H 4.268 -7.743 0.807 0.0222 -0.0127 0.0296 0.336
H 4.966 -7.139 2.320 0.0604 -0.0492 -0.0721 0.329
H 3.978 -5.380 0.014 0.0120 0.1375 0.0388 0.278
H 5.678 -5.715 0.376 -0.0581 -0.0504 -0.1295 0.270
H 5.303 -4.727 2.429 -0.0826 -0.0152 -0.0389 0.253
```
Positions in Å, forces in eV/Å.

HOMO level = -11.71 eV
net charge = +1
E_LUMO = -0.14483 Ha
orbital gap = 7.8 eV

---

Record 3
Computed, not measured: a molecular structure, C19H39BLiNO3SSi4Te, with the ωB97M-V functional and the def2-TZVPD basis.

Structure (XYZ):
```
70
Properties=species:S:1:pos:R:3:forces:R:3:mulliken_charge:R:1
Li 1.607 -0.181 -3.791 -0.0617 0.0027 -0.1048 0.786
O 5.495 -0.587 -5.941 0.0576 -0.0081 -0.0274 -0.594
S 4.751 -0.269 -4.702 -0.0587 0.0082 -0.0200 0.190
N 3.292 -0.326 -4.660 0.0634 -0.0089 0.0401 -0.545
C -7.343 -0.104 -5.864 -0.0012 0.0039 -0.0078 -1.639
C -6.714 -0.376 -4.491 -0.0027 -0.0041 0.0001 2.134
C -7.523 0.362 -3.414 0.0039 -0.0041 -0.0012 -1.633
C -6.822 -1.876 -4.213 -0.0002 -0.0060 -0.0002 -2.154
C -5.263 0.114 -4.476 0.0186 -0.0116 0.0008 0.235
C -4.996 1.462 -4.713 0.0170 -0.0013 0.0009 -0.365
C -3.699 1.980 -4.705 -0.0238 0.0202 -0.0075 -1.387
C -2.662 1.110 -4.452 0.0083 0.0010 -0.0022 1.131
O -1.332 1.341 -4.384 0.0031 -0.0419 0.0098 -0.822
B -0.659 0.087 -4.077 0.0107 0.0663 0.0316 0.010
O -1.741 -0.876 -3.996 -0.0153 -0.0029 -0.0026 -0.810
C -2.911 -0.235 -4.216 0.0276 -0.0118 0.0006 0.548
C -4.190 -0.752 -4.222 -0.0245 -0.0072 -0.0009 -0.806
H -8.382 -0.449 -5.886 0.0004 -0.0007 0.0028 0.432
H -6.790 -0.625 -6.648 0.0029 -0.0007 0.0023 0.383
H -7.333 0.960 -6.102 0.0016 -0.0003 0.0014 0.321
H -8.562 0.018 -3.413 0.0000 0.0021 0.0022 0.431
H -7.520 1.439 -3.585 0.0000 0.0015 -0.0009 0.324
H -7.096 0.180 -2.427 -0.0021 0.0002 0.0013 0.384
H -7.873 -2.177 -4.234 0.0002 0.0018 0.0015 0.434
H -6.418 -2.132 -3.232 -0.0012 0.0016 0.0016 0.418
H -6.289 -2.462 -4.964 0.0025 0.0033 -0.0022 0.416
H -5.818 2.142 -4.908 0.0020 0.0037 -0.0001 0.319
H -3.511 3.031 -4.887 -0.0030 0.0001 -0.0003 0.375
H -4.330 -1.806 -4.027 -0.0084 0.0010 -0.0012 0.442
C 5.657 -0.060 4.112 0.0499 0.0072 0.0015 -1.018
Si 4.957 0.113 2.356 -0.0616 -0.0271 -0.0032 0.276
C 5.780 -1.199 1.290 0.0095 0.0089 0.0035 -1.020
C 5.483 1.803 1.706 0.0095 0.0141 0.0122 -1.094
Si 2.633 -0.096 2.250 0.0272 0.0225 -0.0117 0.064
Te 1.847 -0.391 -0.042 -0.0401 -0.0121 0.1047 -0.340
Si 2.035 -1.908 3.595 0.0100 0.0451 -0.0286 0.226
C 0.240 -2.385 3.295 -0.0002 -0.0088 0.0100 -1.021
C 2.225 -1.577 5.454 -0.0148 -0.0321 0.0271 -1.024
C 3.106 -3.405 3.183 0.0019 -0.0049 0.0142 -1.092
Si 1.714 1.820 3.223 0.0275 -0.0474 -0.0422 0.254
C 2.563 2.342 4.837 -0.0128 0.0427 0.0158 -1.026
C -0.110 1.538 3.617 -0.0012 -0.0058 0.0129 -1.083
C 1.823 3.273 2.034 -0.0005 0.0074 0.0173 -1.011
H 6.741 0.090 4.108 -0.0033 -0.0016 0.0184 0.377
H 5.458 -1.057 4.514 -0.0011 -0.0081 -0.0050 0.231
H 5.215 0.669 4.795 -0.0089 0.0064 -0.0009 0.269
H 6.860 -1.035 1.221 -0.0008 -0.0036 -0.0044 0.342
H 5.352 -1.169 0.285 0.0036 -0.0057 -0.0031 0.282
H 5.607 -2.199 1.694 -0.0058 -0.0069 -0.0057 0.251
H 6.569 1.866 1.594 -0.0020 0.0047 -0.0073 0.374
H 5.162 2.602 2.380 -0.0052 0.0058 -0.0011 0.242
H 5.023 1.979 0.731 0.0097 0.0026 -0.0067 0.296
H -0.437 -1.605 3.651 -0.0044 0.0036 -0.0081 0.254
H -0.014 -3.322 3.802 -0.0041 -0.0003 -0.0031 0.338
H 0.072 -2.502 2.222 -0.0072 -0.0023 0.0001 0.268
H 1.557 -0.774 5.775 -0.0058 0.0009 -0.0025 0.236
H 3.246 -1.282 5.708 0.0075 0.0010 -0.0083 0.268
H 1.976 -2.474 6.031 0.0066 0.0097 0.0137 0.376
H 3.102 -3.572 2.103 -0.0048 -0.0114 -0.0004 0.290
H 2.736 -4.308 3.678 0.0050 -0.0065 -0.0081 0.372
H 4.142 -3.246 3.494 0.0054 0.0013 -0.0029 0.244
H 2.550 1.540 5.578 -0.0035 -0.0093 -0.0025 0.273
H 2.063 3.215 5.269 0.0098 -0.0047 0.0130 0.378
H 3.608 2.610 4.656 0.0036 0.0006 -0.0058 0.236
H -0.232 0.817 4.431 -0.0014 -0.0048 0.0016 0.242
H -0.616 1.137 2.736 -0.0090 0.0103 -0.0021 0.285
H -0.604 2.470 3.910 -0.0065 -0.0026 -0.0030 0.371
H 2.862 3.567 1.868 0.0026 -0.0015 -0.0082 0.255
H 1.274 4.140 2.414 0.0001 0.0027 -0.0069 0.338
H 1.406 2.982 1.067 -0.0014 0.0021 -0.0020 0.264
```
Positions in Å, forces in eV/Å.

HOMO level = -1.47 eV
net charge = -2
E_LUMO = 0.13890 Ha
orbital gap = 5.3 eV